# C26H69N3O12

A 7-piece molecular cluster, C26H69N3O12 overall (the ωB97M-V functional and the def2-TZVPD basis, the OMol25 dataset).

Bonds (Å) are listed after each position.
Atoms and positions in Å:
1 C -2.630 -3.242 1.197  O2 1.449, H10 1.098, H11 1.119, H12 1.063
2 O -2.197 -3.537 -0.154  C1 1.449, C3 1.419
3 C -2.855 -2.811 -1.180  O2 1.419, C4 1.500, H13 1.070, H14 1.076
4 C -2.014 -2.901 -2.419  C3 1.500, N5 1.490, H15 1.077, H16 1.141
5 N -0.636 -2.348 -2.289  C4 1.490, C6 1.462, H17 0.986
6 C 0.280 -2.550 -3.409  N5 1.462, C7 1.519, H18 1.132, H19 1.061
7 C 1.216 -3.743 -3.324  C6 1.519, O8 1.406, H20 1.118, H21 1.135
8 O 2.115 -3.709 -2.243  C7 1.406, C9 1.429
9 C 3.186 -2.766 -2.325  O8 1.429, H22 1.124, H23 1.069, H24 1.063
10 H -2.616 -2.185 1.492  C1 1.098
11 H -1.953 -3.905 1.792  C1 1.119
12 H -3.625 -3.606 1.276  C1 1.063
13 H -2.885 -1.816 -0.787  C3 1.070
14 H -3.800 -3.305 -1.319  C3 1.076
15 H -2.528 -2.347 -3.185  C4 1.077
16 H -2.163 -3.932 -2.885  C4 1.141
17 H -0.281 -2.687 -1.434  N5 0.986
18 H 0.836 -1.572 -3.537  C6 1.132
19 H -0.325 -2.659 -4.274  C6 1.061
20 H 1.841 -3.865 -4.243  C7 1.118
21 H 0.692 -4.738 -3.177  C7 1.135
22 H 2.787 -1.748 -2.585  C9 1.124
23 H 3.969 -3.060 -2.992  C9 1.069
24 H 3.588 -2.700 -1.344  C9 1.063
25 C -3.514 3.399 -3.318  O26 1.410, H34 1.109, H35 1.088, H36 1.129
26 O -4.312 2.566 -2.507  C25 1.410, C27 1.408
27 C -3.704 2.354 -1.254  O26 1.408, C28 1.462, H37 1.140, H38 1.092
28 C -4.620 1.464 -0.543  C27 1.462, N29 1.446, H39 1.122, H40 1.122
29 N -4.184 1.137 0.797  C28 1.446, C30 1.515, H41 1.050
30 C -4.953 -0.030 1.381  N29 1.515, C31 1.504, H42 1.087, H43 1.071
31 C -4.677 -0.004 2.860  C30 1.504, O32 1.468, H44 1.094, H45 1.098
32 O -4.618 1.359 3.400  C31 1.468, C33 1.445
33 C -5.846 2.091 3.191  O32 1.445, H46 1.060, H47 1.109, H48 1.077
34 H -3.151 4.280 -2.750  C25 1.109
35 H -4.228 3.796 -4.038  C25 1.088
36 H -2.646 2.777 -3.686  C25 1.129
37 H -3.655 3.373 -0.745  C27 1.140
38 H -2.747 1.841 -1.372  C27 1.092
39 H -4.698 0.514 -1.136  C28 1.122
40 H -5.615 1.955 -0.708  C28 1.122
41 H -4.320 1.983 1.405  N29 1.050
42 H -4.611 -0.948 0.910  C30 1.087
43 H -5.981 0.129 1.127  C30 1.071
44 H -3.623 -0.259 3.006  C31 1.094
45 H -5.409 -0.601 3.421  C31 1.098
46 H -6.392 2.132 4.099  C33 1.060
47 H -6.484 1.722 2.363  C33 1.109
48 H -5.644 3.124 2.960  C33 1.077
49 C 6.114 -0.600 2.673  O50 1.457, H58 1.097, H59 1.107, H60 1.074
50 O 5.159 -0.148 1.670  C49 1.457, C51 1.409
51 C 4.461 -1.161 0.985  O50 1.409, C52 1.484, H61 1.083, H62 1.112
52 C 3.716 -1.937 2.008  C51 1.484, N53 1.516, H63 1.127, H64 1.041
53 N 2.814 -2.866 1.218  C52 1.516, C54 1.426, H65 1.048
54 C 2.207 -3.985 1.859  N53 1.426, C55 1.502, H66 1.118, H67 1.085
55 C 1.232 -4.650 0.930  C54 1.502, O56 1.380, H68 1.082, H69 1.046
56 O 0.435 -5.535 1.628  C55 1.380, C57 1.378
57 C -0.509 -6.157 0.840  O56 1.378, H70 1.110, H71 1.105, H72 1.123
58 H 6.258 0.263 3.334  C49 1.097
59 H 7.095 -0.866 2.233  C49 1.107
60 H 5.837 -1.465 3.247  C49 1.074
61 H 5.062 -1.774 0.324  C51 1.083
62 H 3.729 -0.615 0.350  C51 1.112
63 H 3.202 -1.297 2.781  C52 1.127
64 H 4.413 -2.511 2.524  C52 1.041
65 H 2.004 -2.286 0.896  N53 1.048
66 H 1.699 -3.815 2.840  C54 1.118
67 H 2.950 -4.750 2.059  C54 1.085
68 H 1.803 -5.096 0.128  C55 1.082
69 H 0.672 -3.907 0.452  C55 1.046
70 H -1.131 -5.411 0.300  C57 1.110
71 H -1.134 -6.764 1.518  C57 1.105
72 H 0.019 -6.800 0.086  C57 1.123
73 O 2.027 3.998 0.311  C74 1.493, H77 0.983
74 C 1.941 4.776 -0.961  O73 1.493, C75 1.575, H78 1.068, H79 1.097
75 C 2.807 6.089 -0.893  C74 1.575, O76 1.430, H80 1.093, H81 1.048
76 O 4.204 5.818 -1.032  C75 1.430, H82 0.957
77 H 2.564 3.174 0.273  O73 0.983
78 H 2.240 4.197 -1.807  C74 1.068
79 H 0.885 5.053 -1.062  C74 1.097
80 H 2.620 6.534 0.088  C75 1.093
81 H 2.547 6.702 -1.702  C75 1.048
82 H 4.479 5.143 -0.412  O76 0.957
83 O -1.730 2.239 1.555  C84 1.429, H87 1.010
84 C -2.125 3.230 2.506  O83 1.429, C85 1.501, H88 1.093, H89 1.072
85 C -0.974 3.999 3.084  C84 1.501, O86 1.441, H90 1.135, H91 1.078
86 O 0.023 3.264 3.821  C85 1.441, H92 0.994
87 H -2.554 1.702 1.325  O83 1.010
88 H -2.808 3.969 2.078  C84 1.093
89 H -2.484 2.707 3.370  C84 1.072
90 H -1.360 4.778 3.813  C85 1.135
91 H -0.401 4.481 2.309  C85 1.078
92 H 0.304 2.488 3.266  O86 0.994
93 C 3.800 1.355 -2.208  C94 1.517, H96 1.089, H97 1.124, H98 1.050
94 C 4.710 1.875 -1.111  C93 1.517, O95 1.477, H99 1.039, H100 1.091
95 O 3.842 2.010 0.077  C94 1.477, H101 0.979
96 H 4.324 1.473 -3.155  C93 1.089
97 H 2.841 1.935 -2.288  C93 1.124
98 H 3.641 0.346 -1.964  C93 1.050
99 H 5.021 2.861 -1.210  C94 1.039
100 H 5.480 1.138 -0.876  C94 1.091
101 H 4.054 1.526 0.901  O95 0.979
102 C 0.832 0.546 -0.515  C103 1.555, H105 1.110, H106 1.150, H107 1.055
103 C -0.095 1.248 -1.548  C102 1.555, O104 1.437, H108 1.080, H109 1.117
104 O -1.257 0.517 -1.973  C103 1.437, H110 0.985
105 H 1.498 1.330 -0.096  C102 1.110
106 H 1.351 -0.306 -1.088  C102 1.150
107 H 0.204 0.140 0.229  C102 1.055
108 H 0.572 1.615 -2.314  C103 1.080
109 H -0.459 2.190 -1.072  C103 1.117
110 H -1.040 -0.433 -2.118  O104 0.985

Results
**Frontier orbital gap**: 9.9 eV
**Lowest unoccupied orbital energy**: 0.67 eV
**HOMO level**: -9.217 eV
**SMILES**: COCCNCCOC.COCCNCCOC.COCCNCCOC.OCCO.OCCO.CCO.CCO
**Relative energy (zero: lowest compared OMol25 entry of this formula, charge and spin)**: 0.00 kJ/mol
**Maximum force**: 3.400 eV/A